C31H35O5Pb | the ωB97M-V functional and the def2-TZVPD basis

Each line ends with the Löwdin charge.
Geometry (Å):
C -0.1373 -0.2194 -4.6576  -0.240
C -0.6402 -1.1800 -3.5412  -0.064
C -0.3184 1.2028 -4.0684  -0.061
C -1.3903 1.0534 -2.9985  -0.282
H -0.5821 1.9123 -4.8438  0.131
H 0.6185 1.5298 -3.6209  0.121
C -1.0411 -0.3066 -2.3510  -0.222
H 0.1354 -1.8949 -3.2759  0.106
H -1.5003 -1.7441 -3.8958  0.128
C 0.0901 -0.2114 -1.3401  -0.251
H -1.9113 -0.7182 -1.8393  0.142
H -2.3415 0.8930 -3.5220  0.143
C -1.5678 2.1810 -2.0498  -0.379
C 1.3411 -0.3803 -4.9497  -0.476
C -1.0137 -0.3772 -5.9075  -0.418
O -1.8208 0.4484 -6.2526  0.133
O 2.1505 -0.9220 -4.2314  0.117
O 1.6612 0.2445 -6.1005  -0.028
O -0.9571 -1.5335 -6.6131  -0.015
C 0.0290 -2.5461 -6.3905  -0.037
H 0.1388 -2.8022 -5.3413  0.085
H 0.9903 -2.2440 -6.8009  0.091
H -0.3263 -3.4176 -6.9304  0.094
C 3.0588 0.2607 -6.4397  -0.032
H 3.6288 0.7831 -5.6759  0.096
H 3.1218 0.7838 -7.3865  0.090
H 3.4412 -0.7523 -6.5364  0.089
O -0.3637 0.2057 -0.0940  -0.344
H 0.8779 0.4541 -1.7119  0.117
H 0.5482 -1.2048 -1.2549  0.112
C -2.9490 2.5475 -1.6618  -0.154
C -0.4415 3.0644 -1.6732  -0.135
H -0.0184 3.5894 -2.5390  0.050
H 0.3839 2.5123 -1.2172  0.035
H -0.7521 3.8099 -0.9478  0.062
H -2.9861 2.9168 -0.6389  0.048
H -3.6339 1.7036 -1.7443  0.056
H -3.3512 3.3437 -2.3050  0.045
Pb 0.0000 0.0000 1.6964  1.384
C -1.6048 -0.8267 3.3455  -0.261
C -2.2453 -0.8525 2.0816  -0.142
C -1.5949 -1.8037 1.2876  -0.137
H -3.0513 -0.2107 1.7739  0.115
C -0.5188 -2.3277 2.0239  -0.148
C -0.5524 -1.7418 3.3172  -0.224
H 0.1332 -1.9400 4.1220  0.133
H -1.8558 -0.1726 4.1608  0.116
H -1.8150 -2.0213 0.2575  0.112
H 0.1827 -3.0676 1.6775  0.117
C 1.9678 1.3425 2.2631  -0.185
C 1.9175 0.2280 3.1264  -0.288
C 2.1235 -0.9267 2.3469  -0.190
H 1.7407 0.2616 4.1878  0.088
C 2.2553 -0.5307 1.0034  -0.178
C 2.1787 0.8774 0.9606  -0.177
H 2.2054 1.4855 0.0734  0.102
H 1.8067 2.3647 2.5492  0.109
H 2.1650 -1.9374 2.7100  0.114
H 2.3905 -1.1860 0.1597  0.108
C 0.0000 0.0000 3.6964  -0.322
C 0.0000 -0.0347 4.9998  -0.011
C 0.0000 -0.0751 6.5193  -0.221
C -1.1119 0.4191 7.2564  -0.021
C -0.9771 0.6493 8.6353  -0.138
C 0.0444 0.1658 9.2789  -0.157
C 1.0065 -0.5942 8.6004  -0.060
C 1.0427 -0.5747 7.1848  -0.070
H -2.0423 0.6136 6.7649  0.097
H -1.7151 1.2226 9.1566  0.099
H 0.1504 0.3486 10.3278  0.094
H 1.7096 -1.1858 9.1486  0.086
H 1.8928 -0.9545 6.6576  0.107

Output
Frontier orbital gap (alpha / beta): 3.14 / 2.66 eV
Charge: -1
Energy above the lowest of the compared OMol25 structures with the same formula, charge and spin: 295.2 kcal per mole
DFT total energy: -48181.7203 eV
Multiplicity: 1